Here is a structure of composition C19H14MnN6O6 from the OMol25 dataset. Energies are from wB97M-V/def2-TZVPD.

Results
Gap between HOMO and LUMO (spin up / spin down) = 7.4 / 7.5 eV
LUMO (spin up / spin down) = -8.85 / -8.78 eV
<S²> = 3.8397
DFT total energy = -72459.987 eV
Energy above the lowest of the compared OMol25 structures with the same formula, charge and spin = 0.0 kJ/mol

Structure (ORCA input):
```
! wB97M-V def2-TZVPD RIJCOSX def2/J DEFGRID3
* xyz 2 4
Mn -0.87 -0.61 1.04
O 4.44 3.88 -1.79
N 3.24 3.79 -1.82
O 2.46 4.62 -2.24
C 2.64 2.58 -1.21
C 3.39 1.46 -1.25
C 2.87 0.22 -0.73
C 3.58 -0.99 -0.72
C 3.00 -2.11 -0.19
C 1.71 -2.03 0.34
N 1.01 -0.90 0.32
C 1.58 0.22 -0.20
C 0.81 1.42 -0.15
N -0.41 1.30 0.43
C -1.18 2.38 0.54
C -0.74 3.63 0.10
C 0.49 3.76 -0.49
C 1.31 2.62 -0.64
H 4.38 1.50 -1.66
H 4.58 -1.03 -1.13
H 3.52 -3.06 -0.15
H 1.22 -2.89 0.79
H -2.15 2.25 1.00
H -1.39 4.49 0.22
H 0.82 4.72 -0.85
N -0.37 -0.15 2.99
N 0.03 -1.34 3.62
C -0.36 -2.52 2.99
O -0.26 -3.60 3.47
O -0.81 -2.29 1.73
H 0.36 0.55 3.08
H -1.24 0.23 3.38
H 0.11 -1.34 4.63
O -4.65 0.22 0.79
C -3.56 -0.20 0.62
O -2.53 0.01 1.48
C -3.12 -1.04 -0.54
C -3.99 -1.50 -1.50
C -3.48 -2.34 -2.49
C -2.14 -2.68 -2.47
C -1.32 -2.17 -1.47
N -1.81 -1.35 -0.53
H -5.03 -1.22 -1.45
H -4.13 -2.72 -3.27
H -1.71 -3.34 -3.21
H -0.27 -2.42 -1.42
*
```

Here is a structure of composition C19H14NO5STi from the OMol25 dataset. Energies are from wB97M-V/def2-TZVPD.

Results
Gap between HOMO and LUMO = 6.3 eV
LUMO = -12.05 eV
DFT total energy = -65581.684 eV

Structure (ORCA input):
```
! wB97M-V def2-TZVPD RIJCOSX def2/J DEFGRID3
* xyz 3 1
Ti 1.42 -0.25 0.53
O 1.69 2.64 3.51
C 1.69 1.98 2.42
O 1.29 0.79 2.31
C 2.27 2.62 1.22
C 2.89 3.84 1.07
C 3.50 4.11 -0.16
C 3.52 3.15 -1.17
C 2.88 1.94 -0.91
N 2.26 1.72 0.23
C 2.86 0.71 -1.78
O 3.26 0.57 -2.86
O 2.23 -0.33 -1.02
H 1.35 2.14 4.28
H 2.91 4.56 1.88
H 3.99 5.06 -0.32
H 4.03 3.31 -2.11
O 0.50 -1.78 0.81
S -1.08 -2.09 1.07
C -1.61 -3.16 -0.15
C -1.83 -4.47 0.31
C -2.22 -5.43 -0.60
C -2.38 -5.09 -1.93
C -2.16 -3.78 -2.39
C -1.78 -2.80 -1.50
C -1.56 -0.43 0.66
C -0.70 0.33 -0.20
C -1.00 1.68 -0.41
C -2.08 2.27 0.23
C -2.89 1.51 1.06
C -2.63 0.15 1.30
H -1.71 -4.72 1.36
H -2.39 -6.45 -0.27
H -2.68 -5.85 -2.64
H -2.31 -3.54 -3.43
H -1.64 -1.79 -1.85
H -0.18 -0.20 -1.01
H -0.42 2.26 -1.12
H -2.31 3.31 0.07
H -3.74 1.97 1.55
H -3.26 -0.42 1.97
*
```

Here is a cluster of 5 separate species, C19H15BrF4NO18S in total at a distorted geometry from the OMol25 dataset. Energies are from wB97M-V/def2-TZVPD.

Results
Gap between HOMO and LUMO = 8.5 eV
LUMO = 1.84 eV
DFT total energy = -150042.325 eV

Structure (ORCA input):
```
! wB97M-V def2-TZVPD RIJCOSX def2/J DEFGRID3
* xyz -1 1
O -0.39 0.91 -5.66
C 0.51 1.66 -5.46
Br 0.90 3.07 -6.71
C 1.45 1.57 -4.27
C 0.66 1.69 -2.98
O 0.93 0.71 -1.93
C 0.23 1.19 -0.87
O -0.01 0.57 0.12
O -0.16 2.47 -1.09
C 0.72 2.96 -2.16
N 2.03 3.12 -1.51
C 2.12 4.05 -0.74
S 2.17 5.21 0.30
C 0.24 4.19 -2.98
O -0.99 4.34 -3.01
O 1.17 4.76 -3.54
H 1.94 0.60 -4.34
H 2.17 2.38 -4.34
H -0.41 1.55 -3.17
C -1.38 6.21 -0.95
C -1.83 5.68 0.41
O -2.11 6.87 1.12
C -2.46 7.83 0.22
O -2.98 8.86 0.50
O -2.13 7.44 -1.02
F -0.85 4.99 1.03
H -0.32 6.43 -0.95
H -1.61 5.56 -1.79
H -2.73 5.06 0.38
C 0.66 -2.37 -0.91
C -0.63 -3.01 -1.36
O -0.20 -4.30 -1.80
C 0.93 -4.61 -1.10
O 1.40 -5.70 -1.04
O 1.42 -3.52 -0.48
F -1.21 -2.36 -2.40
H 1.18 -1.88 -1.74
H 0.53 -1.66 -0.10
H -1.37 -3.14 -0.57
C 2.77 -4.39 3.23
C 3.40 -3.03 3.44
O 2.59 -2.19 2.64
C 1.36 -2.75 2.57
O 0.37 -2.21 2.19
O 1.40 -4.04 3.00
F 4.68 -2.98 2.99
H 3.17 -4.88 2.34
H 2.85 -5.05 4.09
H 3.38 -2.67 4.47
C -2.78 -3.58 3.37
C -1.66 -4.43 3.92
O -2.32 -5.65 4.21
C -3.39 -5.76 3.38
O -4.01 -6.75 3.20
O -3.64 -4.57 2.78
F -1.13 -3.92 5.06
H -3.32 -3.07 4.18
H -2.46 -2.85 2.63
H -0.85 -4.61 3.21
*
```